Version w
Molecular formula: C4H11N3S
Method: DFT, ωB97M-V/def2-TZVPD

Output
LUMO energy = 0.9 eV
spin multiplicity = 1
HOMO-LUMO gap = 9.845 eV

Each line ends with the Mulliken charge.
Positions of all 19 atoms, in Å:
S -0.12 1.02 0.45  0.302
N -2.48 -0.67 0.77  -0.593
N -0.99 0.15 -0.81  -0.410
N 0.49 2.27 -0.17  -0.712
C -2.37 0.12 -0.43  -0.399
C 1.16 -0.31 0.67  -0.097
C 2.58 0.02 0.35  -0.589
C 1.82 -0.94 -0.51  -0.526
H 0.93 -0.90 1.54  0.351
H -2.96 -0.36 -1.22  0.379
H 2.07 -1.99 -0.46  0.246
H -2.02 -0.19 1.54  0.231
H -0.65 -0.80 -0.89  0.355
H 3.36 -0.35 1.00  0.244
H 2.78 1.01 -0.04  0.198
H -2.70 1.17 -0.32  0.293
H 1.03 2.17 -1.01  0.219
H -3.45 -0.80 1.05  0.220
H 1.53 -0.61 -1.50  0.287

=====

Version x
Molecular formula: C4H11N3S
Method: DFT, ωB97M-V/def2-TZVPD

Output
structure (SMILES) = [H]/N=C\N(S)[C@H](C)CN
LUMO energy = 0.6 eV
spin multiplicity = 1
HOMO-LUMO gap = 9.684 eV

Each line ends with the Mulliken charge.
Positions of all 19 atoms, in Å:
S -1.92 -1.27 0.10  -0.155
N -0.81 0.00 0.14  -0.068
N -0.73 2.37 -0.63  -0.715
N 2.84 -0.82 -0.63  -0.607
C 1.16 0.67 1.51  -1.297
C -1.27 1.25 -0.32  0.167
C 0.62 -0.27 0.46  -0.113
C 1.51 -0.29 -0.82  -0.508
H 1.66 0.77 -1.11  0.261
H 3.40 -0.21 0.00  0.263
H -1.61 -1.75 -1.10  0.125
H 1.29 1.71 1.13  0.256
H 0.46 0.75 2.37  0.352
H 1.03 -0.88 -1.61  0.293
H 2.10 0.35 1.98  0.430
H 0.58 -1.30 0.84  0.388
H 0.26 2.31 -0.51  0.283
H -2.37 1.22 -0.49  0.378
H 2.79 -1.75 -0.20  0.266

=====

Most stable structure: version x

=====

Version w
Molecular formula: C4H11N3S
Method: DFT, ωB97M-V/def2-TZVPD

Output
structure (SMILES) = NCC(CN)C(N)=S
LUMO energy = 0.6 eV
spin multiplicity = 1
HOMO-LUMO gap = 8.746 eV

Each line ends with the Mulliken charge.
Positions of all 19 atoms, in Å:
S -2.17 0.91 -1.80  -0.323
N -0.36 1.94 -0.23  -0.298
N 0.56 -1.33 -2.16  -0.669
N 0.80 0.64 1.78  -0.580
C -0.27 -0.28 1.50  -0.947
C -1.01 0.87 -0.67  -0.144
C 0.79 -0.97 -0.76  -0.972
C -0.49 -0.44 -0.04  0.396
H 0.20 1.84 0.66  0.414
H -1.19 0.11 1.96  0.355
H -1.28 -1.16 -0.18  0.362
H 1.61 -0.29 -0.70  0.403
H -0.73 2.85 -0.57  0.228
H 1.13 -1.85 -0.21  0.355
H 0.07 -0.58 -2.65  0.267
H -0.11 -2.11 -2.17  0.310
H 0.87 0.87 2.78  0.229
H 1.69 0.25 1.53  0.173
H -0.12 -1.27 1.93  0.441

=====

Version x
Molecular formula: C4H11N3S
Method: DFT, ωB97M-V/def2-TZVPD

Output
LUMO energy = 0.5 eV
spin multiplicity = 1
HOMO-LUMO gap = 9.602 eV

Each line ends with the Mulliken charge.
Positions of all 19 atoms, in Å:
S -2.21 -0.32 -0.30  -0.185
N -0.82 1.92 1.33  -0.818
N 0.54 0.80 -2.01  -0.606
N 1.24 1.22 0.96  -0.363
C -0.39 -0.40 0.15  1.104
C 0.40 -0.43 -1.10  -1.269
C -0.12 0.89 0.91  -0.088
C -0.02 -1.57 0.99  -0.923
H -2.11 -1.46 -1.27  0.168
H 1.30 -1.80 0.80  0.208
H 0.76 1.59 -1.42  0.306
H 1.90 0.54 0.65  0.158
H -0.42 0.86 -2.48  0.288
H -0.33 -1.27 2.17  0.263
H -1.92 1.92 1.13  0.233
H 1.55 2.03 1.53  0.274
H -0.54 -2.47 0.50  0.297
H -0.16 -1.24 -1.68  0.477
H 1.38 -0.84 -0.85  0.476

=====

Most stable structure: version w

=====

Version w
Molecular formula: C4H5N3S
Method: DFT, ωB97M-V/def2-TZVPD

Output
structure (SMILES) = NC1=CN=N/C1=C\S
LUMO energy = -0.8 eV
spin multiplicity = 1
HOMO-LUMO gap = 7.696 eV

Each line ends with the Mulliken charge.
Positions of all 13 atoms, in Å:
S -3.29 0.14 -0.24  -0.205
N 1.52 -1.33 -0.25  -0.461
N 0.43 1.99 0.15  -0.514
N -0.70 1.39 0.25  -0.171
C -0.50 -0.08 0.11  0.371
C 1.53 1.08 -0.29  -0.647
C -1.79 -0.72 0.36  -0.215
C 1.00 -0.20 -0.05  0.298
H -1.83 -1.96 0.67  0.253
H -2.90 1.49 -0.59  0.230
H 2.62 -1.31 -0.54  0.316
H 2.54 1.35 -0.32  0.401
H 1.38 -1.82 0.76  0.343

=====

Version x
Molecular formula: C4H5N3S
Method: DFT, ωB97M-V/def2-TZVPD

Output
structure (SMILES) = N#C[C@@]1(N)N=CCS1
LUMO energy = 0.2 eV
spin multiplicity = 1
HOMO-LUMO gap = 9.469 eV

Each line ends with the Mulliken charge.
Positions of all 13 atoms, in Å:
S 0.11 -0.12 -1.66  -0.174
N 2.07 -0.08 0.36  -0.497
N 0.06 3.06 -0.19  -0.462
N -0.07 -0.43 1.03  -0.562
C -1.42 -0.68 -0.95  -0.438
C -1.03 -1.05 0.50  -0.247
C 0.75 0.22 0.13  0.716
C 0.39 2.03 0.21  0.079
H -2.13 0.19 -0.59  0.294
H -1.90 -1.61 -1.35  0.361
H 2.77 0.58 0.19  0.244
H 2.16 -0.49 1.32  0.267
H -1.76 -1.62 1.01  0.419

=====

Version y
Molecular formula: C4H5N3S
Method: DFT, ωB97M-V/def2-TZVPD

Output
structure (SMILES) = CC(=S)n1ccnn1
LUMO energy = -0.8 eV
spin multiplicity = 1
HOMO-LUMO gap = 8.303 eV

Each line ends with the Mulliken charge.
Positions of all 13 atoms, in Å:
S 2.09 -0.92 0.00  -0.231
N -0.92 -1.16 0.00  -0.506
N -0.38 0.10 0.00  0.600
N -2.19 -1.03 0.00  -0.477
C -2.53 0.31 0.00  -0.673
C 1.02 0.30 0.00  0.526
C 1.41 1.76 0.00  -1.172
C -1.37 1.03 0.00  0.124
H -3.54 0.65 -0.02  0.416
H 2.52 1.82 0.00  0.328
H 1.02 2.24 -0.91  0.348
H -1.16 2.08 0.00  0.381
H 1.02 2.28 0.91  0.335

=====

Most stable structure: version y

=====

Version w
Molecular formula: C4H5N3S
Method: DFT, ωB97M-V/def2-TZVPD

Output
structure (SMILES) = C/N=C/N=C\N=C=S
LUMO energy = -0.3 eV
spin multiplicity = 1
HOMO-LUMO gap = 8.958 eV

Each line ends with the Mulliken charge.
Positions of all 13 atoms, in Å:
S 2.32 1.61 0.05  -0.353
N -0.34 -1.94 -0.03  -0.543
N -0.43 0.37 0.17  -0.370
N 1.84 -1.07 0.15  -0.407
C -0.95 -0.72 -0.22  0.146
C 1.84 0.14 0.10  0.733
C -1.04 1.63 0.05  -1.019
C 0.94 -2.05 0.14  0.046
H -0.44 2.33 -0.31  0.363
H -1.85 1.72 -0.60  0.411
H 1.27 -3.08 0.28  0.366
H -1.30 1.90 1.07  0.304
H -1.87 -0.83 -0.86  0.322

=====

Version x
Molecular formula: C4H5N3S
Method: DFT, ωB97M-V/def2-TZVPD

Output
structure (SMILES) = C=Nn1ccc(=S)[nH]1
LUMO energy = -0.4 eV
spin multiplicity = 1
HOMO-LUMO gap = 7.482 eV

Each line ends with the Mulliken charge.
Positions of all 13 atoms, in Å:
S -3.23 -0.74 -0.10  -0.427
N -0.69 -0.68 0.07  -0.169
N 1.73 0.10 -0.21  -0.681
N 0.44 0.23 0.09  0.620
C -1.52 1.39 -0.02  -0.805
C -0.14 1.45 0.06  -0.094
C 2.24 -1.18 -0.06  -0.230
C -1.82 -0.02 0.00  0.331
H 3.33 -1.27 -0.40  0.261
H 1.76 -2.17 0.35  0.161
H -0.54 -1.61 0.43  0.255
H 0.57 2.31 0.04  0.386
H -2.13 2.19 -0.27  0.393

=====

Most stable structure: version w

=====

Version w
Molecular formula: C6H12O
Method: DFT, ωB97M-V/def2-TZVPD

Output
structure (SMILES) = C=CCCC.C=O
LUMO energy = 0.8 eV
spin multiplicity = 1
HOMO-LUMO gap = 9.243 eV

Each line ends with the Mulliken charge.
Positions of all 19 atoms, in Å:
O -0.54 0.67 1.79  -0.572
C -0.59 -1.23 -0.93  -0.318
C 0.58 -0.68 -0.24  0.109
C 1.70 1.39 0.30  -1.097
C -1.87 -1.69 -0.31  -1.256
C 1.08 0.59 -0.64  -0.343
C -0.06 1.77 1.41  -0.242
H -0.35 -2.11 -1.55  0.309
H 0.93 -1.13 0.67  0.369
H 2.10 2.36 -0.01  0.366
H 2.26 0.93 1.11  0.336
H 0.55 2.37 2.12  0.328
H -0.64 2.36 0.67  0.291
H -0.98 -0.50 -1.66  0.299
H -2.73 -2.07 -0.84  0.362
H -2.16 -0.83 0.31  0.300
H -1.52 -2.43 0.42  0.259
H 1.55 -0.80 -1.06  0.135
H 0.71 1.03 -1.57  0.365

=====

Version x
Molecular formula: C6H12O
Method: DFT, ωB97M-V/def2-TZVPD

Output
LUMO energy = -0.5 eV
spin multiplicity = 1
HOMO-LUMO gap = 8.357 eV

Each line ends with the Mulliken charge.
Positions of all 19 atoms, in Å:
O 0.52 -0.25 0.76  -0.348
C 1.56 -0.45 -0.19  -0.218
C 2.41 0.81 -0.21  -1.166
C -1.62 1.42 -1.07  -0.928
C -1.49 -1.44 -0.17  -0.433
C -0.35 -1.33 0.83  0.012
C -1.73 -1.13 1.28  -0.455
H 3.24 0.69 -0.91  0.375
H -1.08 1.65 -0.15  0.185
H -2.11 -0.12 1.48  0.203
H 1.13 -0.67 -1.18  0.318
H 2.16 -1.32 0.12  0.358
H -1.74 0.33 -1.13  0.277
H 2.81 1.03 0.78  0.285
H -2.62 1.87 -1.06  0.303
H -1.05 1.75 -1.94  0.294
H 0.11 -2.30 1.07  0.382
H -2.22 -1.91 1.85  0.281
H 1.81 1.67 -0.54  0.274

=====

Most stable structure: version w

=====

Version w
Molecular formula: C6H9NS
Method: DFT, ωB97M-V/def2-TZVPD

Output
LUMO energy = 0.3 eV
spin multiplicity = 1
HOMO-LUMO gap = 8.568 eV

Each line ends with the Mulliken charge.
Positions of all 17 atoms, in Å:
S 3.16 0.16 0.89  -0.245
N 2.18 -0.82 -0.13  -0.551
C -2.27 0.52 -0.20  -0.611
C -1.11 0.03 -0.86  0.106
C -0.04 -1.05 -1.06  -0.306
C 0.94 -0.39 -0.15  0.458
C -1.06 0.38 0.71  -0.287
C 0.38 0.82 0.75  -0.834
H -0.37 -2.02 -0.73  0.263
H -2.88 1.39 -0.64  0.237
H -2.99 -0.11 0.32  0.217
H -0.84 0.87 -1.49  0.155
H 0.63 1.80 0.23  0.286
H 1.06 0.86 1.71  0.494
H -1.29 -0.43 1.35  0.196
H 4.27 -1.10 1.43  0.159
H 0.23 -0.94 -2.12  0.262

=====

Version x
Molecular formula: C6H9NS
Method: DFT, ωB97M-V/def2-TZVPD

Output
LUMO energy = 0.9 eV
spin multiplicity = 1
HOMO-LUMO gap = 9.708 eV

Each line ends with the Mulliken charge.
Positions of all 17 atoms, in Å:
S -2.71 -0.61 0.02  -0.271
N 1.79 -1.29 -0.02  -0.581
C -0.09 0.18 -1.04  -0.628
C 0.02 0.15 1.04  -0.487
C -0.52 1.56 -0.66  -0.589
C -0.50 1.55 0.67  -0.626
C 1.09 -0.02 -0.01  -0.081
C -0.83 -0.67 -0.04  -0.004
H -0.76 2.48 -1.18  0.412
H -0.06 -0.01 -2.13  0.431
H -2.79 -1.96 0.06  0.120
H 1.75 0.85 -0.02  0.440
H 2.40 -1.35 -0.84  0.242
H -0.81 2.33 1.32  0.446
H 2.33 -1.31 0.87  0.247
H 0.20 -0.15 2.08  0.475
H -0.51 -1.72 -0.14  0.456

=====

Version y
Molecular formula: C6H9NS
Method: DFT, ωB97M-V/def2-TZVPD

Output
structure (SMILES) = C/C=C/C(=S)N1CC1
LUMO energy = -0.4 eV
spin multiplicity = 1
HOMO-LUMO gap = 8.336 eV

Each line ends with the Mulliken charge.
Positions of all 17 atoms, in Å:
S 1.25 1.69 0.00  -0.226
N 0.64 -0.97 0.00  -0.284
C -1.22 0.57 0.00  -0.482
C 0.23 0.40 0.00  0.147
C 1.87 -1.32 -0.73  -0.377
C -2.09 -0.44 -0.01  0.167
C 1.86 -1.32 0.73  -0.366
C -3.58 -0.26 0.00  -1.158
H 1.78 -2.25 1.29  0.239
H -1.58 1.62 0.01  0.249
H -3.85 0.79 -0.01  0.318
H -4.03 -0.75 0.88  0.299
H 2.39 -0.50 1.21  0.253
H 2.37 -0.50 -1.22  0.258
H 1.78 -2.24 -1.27  0.242
H -4.00 -0.73 -0.86  0.316
H -1.69 -1.47 0.01  0.405

=====

Most stable structure: version y